No. 1
The following is a DFT calculation (ωB97M-V/def2-TZVPD) of a molecular structure, C14H12F6N2O9S2SiW.

HOMO ... -0.6256 hartree
Total charge ... +2
Orbital gap ... 7.310 eV
F_max ... 0.0198 Eh/bohr
Energy above the lowest of the compared OMol25 structures with the same formula, charge and spin ... 0.9177 eV

Element x y z (Å)
W 0.05930 -0.48247 0.47205
O -1.70073 2.61254 5.50225
C -1.30528 1.89999 4.47785
C -1.27870 0.49066 4.45846
C -0.84375 -0.12400 3.31861
N -0.45497 0.55629 2.23609
C -0.45874 1.89898 2.25517
C -0.87041 2.61481 3.33813
C 0.04782 2.43756 0.96227
O 0.14541 3.55579 0.61046
O 0.41414 1.35694 0.17607
C -0.68432 -1.59305 3.10561
O -0.93468 -2.47700 3.83802
O -0.13661 -1.77150 1.85169
H -1.98408 2.08400 6.26400
H -1.57810 -0.10913 5.30930
H -0.85647 3.69682 3.32745
F 2.01780 -3.28848 -2.77265
C 1.75103 -4.18177 -1.84150
F 0.58825 -4.75330 -2.05960
F 2.71245 -5.06207 -1.73430
S 1.62812 -3.29247 -0.20344
O 0.49178 -2.32070 -0.47528
O 1.47368 -4.19955 0.86015
N 2.98506 -2.42560 -0.16336
S 2.76610 -0.91465 0.00278
O 2.13631 -0.53874 1.30729
O 1.82484 -0.30200 -0.97994
C 4.48762 -0.15066 -0.06567
F 5.02818 -0.47873 -1.20718
F 5.14359 -0.63298 0.95353
F 4.30225 1.14316 0.03732
C -3.47633 0.48989 -3.32992
Si -1.75640 0.97318 -2.84386
C -1.52570 2.75371 -2.38839
C -0.39861 0.22784 -3.85768
C -1.62703 0.03611 -1.11254
C -1.80992 -0.59093 -0.04190
H -3.68513 0.91673 -4.31482
H -4.22135 0.88026 -2.63579
H -3.59649 -0.59113 -3.40552
H -1.67020 3.35235 -3.29225
H -0.52463 2.96505 -2.01368
H -2.26285 3.09435 -1.65977
H -0.48125 0.59846 -4.88223
H -0.46970 -0.86021 -3.89822
H 0.58872 0.50564 -3.48505

Here are the Mulliken charges for atoms 1 to 6, given in e: 2.605, -0.449, 0.832, -0.469, 0.325, -0.129

No. 2
The following is a DFT calculation (ωB97M-V/def2-TZVPD) of a molecular structure, C30H31CuF3N5O5S2Sb.

HOMO (spin up / spin down) ... -0.2780 / -0.2777 hartree
Spin multiplicity ... 2
Orbital gap (spin up / spin down) ... 7.046 / 5.610 eV
F_max ... 0.0092 Eh/bohr
Energy above the lowest of the compared OMol25 structures with the same formula, charge and spin ... 0.0000 eV

Element x y z (Å)
Cu -0.35784 0.59198 1.67099
S -4.06411 -3.86675 6.42609
N -3.16053 -2.55389 6.68807
C -2.78287 -2.10675 5.50298
C -1.97470 -0.92660 5.26059
C -1.49446 -0.10564 6.28056
C -0.77079 1.01297 5.94093
C -0.55599 1.29333 4.59298
N -0.99962 0.51646 3.61570
C -1.68585 -0.59119 3.93625
C -2.12776 -1.44765 2.82088
N -1.71652 -1.11088 1.58838
C -2.13687 -1.83534 0.56541
C -2.96559 -2.94642 0.69988
C -3.36170 -3.32401 1.96195
C -2.93611 -2.56493 3.05082
C -3.26991 -2.89344 4.42409
N -4.00672 -3.91946 4.81275
H -1.70219 -0.36223 7.31083
H -0.37051 1.67593 6.69430
H -0.00257 2.17055 4.29140
H -1.80566 -1.51166 -0.41361
H -3.27835 -3.49466 -0.17779
H -3.99386 -4.18577 2.13029
F -1.68772 3.73331 -1.75546
C -2.67020 3.49970 -0.86824
F -2.69392 4.51013 -0.00234
F -3.82582 3.49022 -1.53744
S -2.38685 1.88613 -0.01439
O -3.16455 1.94276 1.18626
O -2.78097 0.90715 -1.01233
O -0.92508 1.91920 0.16802
O 1.79649 -0.32485 -0.64001
C 2.29628 0.06786 0.42591
N 1.64307 0.43539 1.54037
C 2.57062 0.78658 2.51077
O 2.31785 1.15273 3.63738
C 3.95151 0.62155 1.93327
C 5.20393 0.83720 2.46285
C 6.29752 0.59920 1.63080
C 6.12328 0.16153 0.32156
C 4.84812 -0.05546 -0.19911
C 3.77849 0.18392 0.63543
H 5.32878 1.18118 3.48110
H 7.30026 0.75809 2.00605
H 6.99258 -0.01308 -0.29925
H 4.70210 -0.39871 -1.21557
C -2.53674 -0.73401 -3.74361
C -1.50424 0.36615 -3.95935
C -2.15271 1.72504 -4.16154
Sb 0.02602 0.26291 -2.40130
C 1.06400 -1.53861 -3.04595
C 0.56715 -2.72861 -2.23199
C 0.96199 -1.78304 -4.54504
C 1.28425 1.97346 -2.83234
C 2.36252 1.56791 -3.83301
C 1.86763 2.65304 -1.60154
H -3.24645 -0.74773 -4.57531
H -3.09538 -0.55984 -2.82428
H -2.07932 -1.72552 -3.68667
H -0.88978 0.11810 -4.83357
H -2.90622 1.91085 -3.39952
H -2.65017 1.74029 -5.13605
H -1.44488 2.55472 -4.14677
H 2.08920 -1.31684 -2.75285
H -0.50128 -2.90612 -2.37913
H 0.75417 -2.58168 -1.16863
H 1.09036 -3.63658 -2.54598
H -0.04541 -2.08487 -4.83752
H 1.63663 -2.59977 -4.81809
H 1.24558 -0.91519 -5.14199
H 0.56745 2.64636 -3.30863
H 2.95257 0.72502 -3.46854
H 3.05076 2.40535 -3.97747
H 1.95020 1.30714 -4.80935
H 2.70814 2.08240 -1.20352
H 1.13480 2.78672 -0.80874
H 2.24454 3.63728 -1.89209

Here are the Mulliken charges for atoms 1 to 6, given in e: -0.392, 0.130, -0.685, 0.909, 0.173, -0.596

No. 3
The following is a DFT calculation (ωB97M-V/def2-TZVPD) of 10 unconnected molecules or ions with the total composition C50H68BrN10O6P.

HOMO ... -0.2744 hartree
Orbital gap ... 5.031 eV
SMILES string ... CCCCCCCCc1c(CCCC(=O)O)c(CCCCn2cccc2)c2c(c1[PH2]=O)C(=O)C=C(CC(=O)Br)C2=O.CC#N.CC#N.CC#N.CC#N.CC#N.CC#N.CC#N.CC#N.CC#N
F_max ... 0.1845 Eh/bohr

Element x y z (Å)
C 2.57540 4.77122 5.00562
C 3.57620 3.78817 5.85503
C 2.98623 2.28896 6.15755
C 3.76251 1.08692 5.35386
C 3.75787 1.23437 3.71918
C 4.03549 -0.29546 3.10357
C 3.14801 -0.61363 1.76152
C 1.63891 -1.24957 2.10048
C 0.47715 -0.41906 1.29561
C 0.18787 -0.88338 -0.28498
C 1.01779 -2.14668 -0.95932
C 0.39749 -3.60687 -0.42968
C -1.06893 -3.95844 -1.11341
C -2.30900 -3.23981 -0.26966
O -2.30683 -3.08255 1.07566
O -3.54159 -2.74792 -0.96962
C -0.94549 -0.08783 -1.22183
C -1.19911 -0.52062 -2.79085
C 0.03943 0.08765 -3.71794
C 0.69913 1.46925 -3.08059
C 1.43259 2.40321 -4.25727
N 1.91012 3.73556 -3.67554
C 2.88641 4.75809 -4.29439
C 3.22165 6.07630 -3.36367
C 2.29879 5.85174 -2.02479
C 1.57379 4.38624 -2.32562
C -1.82959 1.15873 -0.54248
C -1.58096 1.61669 1.04689
C -0.42366 0.82733 1.94088
P -0.08316 1.26703 3.76723
O 0.22112 2.79827 4.04219
C -2.54542 2.82232 1.61560
O -2.19241 3.77970 2.47654
C -4.09787 2.85139 0.99370
C -4.32133 2.44167 -0.45095
C -5.87615 2.44569 -0.97952
C -6.57239 3.93025 -0.96758
O -6.38283 4.87898 -0.02807
Br -7.88094 4.44891 -2.44314
C -3.01699 1.97743 -1.38949
O -2.93829 2.28403 -2.68706
H 2.98729 5.86940 5.02567
H 2.42287 4.44732 3.87276
H 1.47212 4.81406 5.45848
H 4.64520 3.77740 5.34187
H 3.74212 4.31559 6.91138
H 3.17688 2.08581 7.31743
H 1.83321 2.16431 5.99714
H 4.86483 0.91316 5.76355
H 3.17220 0.08042 5.59931
H 2.74904 1.64065 3.26858
H 4.62226 1.90826 3.28746
H 3.77759 -1.14571 3.89509
H 5.20249 -0.36381 2.93588
H 3.76095 -1.42765 1.14348
H 2.98630 0.30459 1.04567
H 1.47578 -1.31720 3.26867
H 1.71008 -2.38309 1.73267
H 0.96088 -2.18945 -2.12724
H 2.16341 -2.10424 -0.66298
H 1.12601 -4.49938 -0.69795
H 0.22767 -3.63216 0.73354
H -1.24495 -5.12998 -0.97285
H -1.11472 -3.76681 -2.26783
H -3.58594 -1.77636 -0.67486
H -1.17258 -1.70084 -2.96023
H -2.25223 -0.17773 -3.21718
H -0.28828 0.28223 -4.84133
H 0.89025 -0.73201 -3.76185
H 1.56145 1.20684 -2.31843
H -0.12565 2.19087 -2.60705
H 0.61911 2.52935 -5.09833
H 2.41034 1.87400 -4.67566
H 3.41752 4.69775 -5.34142
H 3.92734 6.99687 -3.54925
H 2.14799 6.50116 -1.05680
H 0.83995 3.85810 -1.58179
H 1.04945 0.52973 4.34444
H -1.24901 0.79034 4.52426
H -5.00600 3.15520 1.70672
H -5.84532 2.05093 -2.10241
H -6.52307 1.63899 -0.38303
C 6.18155 3.65359 0.95688
C 6.43748 2.23895 1.27560
N 6.63972 1.12131 1.52737
H 6.98895 4.30131 1.31439
H 6.09120 3.81507 -0.12251
H 5.25349 4.01012 1.41607
C -2.42481 -7.48790 0.90463
C -1.05237 -7.77639 0.45580
N 0.03192 -8.00435 0.10117
H -3.03755 -7.07808 0.09479
H -2.92953 -8.38943 1.26771
H -2.43831 -6.75850 1.72136
C -5.10509 -3.09513 2.65738
C -5.36241 -2.49119 3.97546
N -5.56576 -2.01404 5.01680
H -5.43035 -4.14017 2.62078
H -5.63356 -2.56371 1.85887
H -4.03928 -3.07909 2.40629
C -3.30923 -9.68686 4.61411
C -3.83427 -9.38939 3.27094
N -4.24912 -9.15434 2.20977
H -2.83222 -8.81040 5.06526
H -4.10275 -10.01020 5.29610
H -2.56010 -10.48522 4.58784
C -4.77987 4.72722 -4.73444
C -5.26033 5.03046 -6.09293
N -5.63995 5.27007 -7.16619
H -4.17093 5.54230 -4.32937
H -5.60990 4.56674 -4.03830
H -4.16291 3.82262 -4.71619
C -3.55757 6.80624 2.46309
C -3.26214 8.19603 2.84972
N -3.02876 9.29406 3.15513
H -4.60916 6.55339 2.63479
H -3.35128 6.62896 1.40228
H -2.95561 6.09108 3.03359
C 2.79445 -7.70121 -2.60858
C 3.08988 -6.31141 -2.22196
N 3.32326 -5.21339 -1.91654
H 1.74286 -7.95406 -2.43689
H 3.00074 -7.87849 -3.66940
H 3.39641 -8.41637 -2.03809
C -2.27756 3.75127 -8.12406
C -1.02527 3.07613 -7.74427
N -0.03589 2.54273 -7.44425
H -2.08965 4.63024 -8.74963
H -2.93961 3.08718 -8.68974
H -2.83545 4.09266 -7.24572
C 7.09222 -7.36382 -2.17277
C 6.94348 -8.21256 -3.36685
N 6.82594 -8.88307 -4.31024
H 7.68120 -6.46550 -2.38578
H 6.12176 -7.03104 -1.78964
H 7.59622 -7.89559 -1.35884

Here are the Mulliken charges for atoms 1 to 6, given in e: -0.798, -0.461, -0.156, -0.994, 0.285, -0.783

No. 4
The following is a DFT calculation (ωB97M-V/def2-TZVPD) of a molecular structure, C49H41B11Br6I4N4RuSi.

HOMO (spin up / spin down) ... -0.3966 / -0.3913 hartree
Spin multiplicity ... 2
Total charge ... +1
Orbital gap (spin up / spin down) ... 5.144 / 5.005 eV
F_max ... 0.0359 Eh/bohr

Element x y z (Å)
Ru -0.15402 -0.75704 0.53423
I 7.93605 6.73793 1.70493
C 6.26328 5.52635 1.26648
C 4.99468 5.96796 1.60854
C 3.89957 5.19133 1.30180
C 4.04392 3.95160 0.67169
C 5.33106 3.52509 0.33513
C 6.43144 4.31080 0.62093
C 2.87373 3.12027 0.42440
C 1.66430 3.33661 1.01656
C 0.91200 4.05538 2.01959
C -0.11302 3.16576 1.88483
C 1.02013 1.09123 0.70766
C 1.61009 0.69963 2.04955
C 2.92617 0.36973 2.45562
C 4.01961 0.24404 1.56966
C 5.25100 -0.17804 2.01066
C 5.45006 -0.47371 3.35534
I 7.34262 -1.11991 4.02327
C 4.39244 -0.36563 4.25373
C 3.15617 0.03867 3.81364
C 0.43482 0.62610 2.90032
N -0.60266 0.15988 2.16231
C -1.78609 0.59497 2.65641
C -2.81530 0.94481 1.74028
C -4.00053 1.58374 2.30987
C -4.41278 2.85555 1.90813
C -5.51154 3.45533 2.49028
C -6.20432 2.78923 3.49029
I -7.90269 3.68864 4.37098
C -5.78634 1.54086 3.92841
C -4.68489 0.94883 3.34692
C -2.55686 0.99373 0.35424
C -3.33480 1.59636 -0.68241
C -2.56721 1.63741 -1.81662
C -1.29294 1.07045 -1.48862
N -1.36325 0.62588 -0.21845
C -0.10422 1.01846 -2.27074
C 1.23408 1.06223 -1.82317
C 2.30287 1.45705 -2.67716
C 3.25364 2.11466 -1.92321
C 2.81820 2.09402 -0.59205
N 1.73460 1.22476 -0.52802
C -0.28496 1.16181 -3.73699
C -0.78535 2.34410 -4.27743
C -0.98698 2.46897 -5.63888
C -0.69176 1.40533 -6.47508
I -1.06288 1.56064 -8.54845
C -0.15683 0.23564 -5.96203
C 0.05411 0.12204 -4.60065
C -1.49175 1.15949 3.93486
C -0.11294 1.19419 4.07624
N 0.50540 2.44908 0.82678
H 4.86344 6.91363 2.10913
H 2.91601 5.55844 1.53556
H 5.47939 2.56927 -0.14399
H 7.42071 3.97806 0.34823
H 1.07171 4.93485 2.60637
H -1.10924 3.05394 2.26369
H 3.88828 0.44571 0.51860
H 6.06298 -0.28580 1.30681
H 4.53872 -0.60999 5.29471
H 2.33677 0.09333 4.51482
H -3.84846 3.40122 1.16673
H -5.82312 4.43997 2.17480
H -6.31339 1.03222 4.71980
H -4.34982 -0.02309 3.67495
H -4.34842 1.93110 -0.57980
H -2.86686 2.02645 -2.76905
H 2.31213 1.34591 -3.74258
H 4.12165 2.62272 -2.29360
H -0.99332 3.18613 -3.63543
H -1.36204 3.39404 -6.04603
H 0.10211 -0.58132 -6.61716
H 0.48426 -0.78861 -4.21426
H -2.21701 1.54003 4.62692
H 0.42635 1.64556 4.88722
Br -2.10602 -2.76155 0.97534
B -2.78097 -3.26516 -0.84338
B -4.48262 -3.06513 -1.32003
C -4.40692 -2.48962 -2.93113
B -3.25845 -1.89770 -1.84510
B -2.82390 -2.21330 -3.52374
B -3.80018 -3.59123 -4.06448
B -4.82183 -4.12008 -2.69689
B -3.76731 -4.68768 -1.34855
Br -4.30817 -6.09029 -0.09888
B -3.35288 -5.03561 -3.10953
Br -3.40914 -6.84715 -3.85804
B -2.08014 -3.82192 -3.62248
Br -0.68511 -4.17384 -4.93546
B -1.75852 -2.79295 -2.20311
Br 0.06625 -2.06589 -1.72879
B -2.06545 -4.55260 -1.93679
Br -0.69001 -5.85883 -1.41236
H -5.34456 -2.72728 -0.60910
H -5.18645 -1.81612 -3.25265
H -3.33692 -0.80363 -1.44959
H -2.59517 -1.32043 -4.24393
H -4.23084 -3.62291 -5.15052
H -5.91563 -4.48422 -2.89169
C 2.62297 -4.46183 -0.46672
Si 1.86161 -3.93642 1.19187
C 3.27755 -3.90790 2.51167
C 0.52716 -5.08266 1.90305
C 1.45834 -2.07594 1.23486
H 3.38487 -5.21518 -0.29144
H 3.09348 -3.62973 -0.98284
H 1.90044 -4.90067 -1.14333
H 3.64693 -4.92004 2.62721
H 2.92139 -3.55786 3.47430
H 4.09649 -3.27293 2.19261
H 0.91268 -6.09557 1.96258
H -0.37463 -5.12904 1.30748
H 0.23916 -4.77706 2.90475
H 2.33177 -1.56823 0.80799
H 1.35879 -1.80988 2.29582

Here are the Mulliken charges for atoms 1 to 6, given in e: -0.049, 0.122, -0.213, -0.692, -0.790, 0.609

No. 5
The following is a DFT calculation (ωB97M-V/def2-TZVPD) of a molecular structure, C29H29BIrN3O4S.

HOMO (spin up / spin down) ... -0.2734 / -0.2694 hartree
Orbital gap (spin up / spin down) ... 5.910 / 6.094 eV
F_max ... 0.0761 Eh/bohr
Energy above the lowest of the compared OMol25 structures with the same formula, charge and spin ... 3.5352 eV

Element x y z (Å)
Ir 0.56208 0.62087 0.17255
C 2.86996 0.18657 -1.63877
N 2.86169 0.65815 -0.22083
C 3.67456 -0.22483 0.64262
C 3.31500 2.03794 -0.23152
C 4.65098 2.36291 -0.40122
C 5.02619 3.68023 -0.61010
C 4.03392 4.64981 -0.71608
C 2.70515 4.32509 -0.50194
C 2.34068 3.01226 -0.18595
N 1.07529 2.56668 0.11980
C 0.05019 3.45215 0.47472
C 0.21732 4.61981 1.21846
C -0.86077 5.45228 1.47371
C -2.12613 5.11400 1.01113
C -2.30577 3.90888 0.34723
C -1.22302 3.07435 0.11370
N -1.36251 1.76003 -0.50345
C -1.24551 1.84407 -1.97472
C -2.63866 1.12416 -0.10620
H 3.88931 0.23551 -2.03573
H 2.22441 0.83292 -2.22868
H 2.50515 -0.82682 -1.69490
H 4.68958 -0.33799 0.25559
H 3.21648 -1.20745 0.68836
H 3.71245 0.19400 1.64518
H 5.40542 1.58620 -0.40029
H 6.06941 3.93882 -0.72906
H 4.29618 5.67007 -0.96592
H 1.94303 5.08679 -0.59133
H 1.19744 4.85979 1.60983
H -0.71142 6.36787 2.03171
H -2.97192 5.76602 1.18425
H -3.29660 3.62106 0.02445
H -2.08542 2.41908 -2.37966
H -1.25466 0.84110 -2.39170
H -0.31385 2.34278 -2.23288
H -3.49273 1.60871 -0.58883
H -2.74920 1.18571 0.97409
H -2.62106 0.08857 -0.40289
O 0.78452 -2.28280 1.42646
B 0.84549 -1.47114 0.27752
O 1.48876 -2.21103 -0.74761
C 1.78933 -3.44087 -0.21605
C 2.40068 -4.51182 -0.82066
C 2.61646 -5.64228 -0.02754
C 2.23878 -5.66694 1.30898
C 1.59881 -4.57468 1.90181
C 1.37842 -3.47869 1.10313
H 2.69903 -4.47682 -1.85987
H 3.08682 -6.51267 -0.46593
H 2.43770 -6.54864 1.90379
H 1.28885 -4.58798 2.93852
O -7.23492 -4.01934 0.60943
C -6.23185 -3.48732 1.34779
O -6.38508 -3.34131 2.52749
C -4.97884 -3.10047 0.62705
C -3.86592 -2.78556 1.39828
C -2.69744 -2.33676 0.81025
C -2.61531 -2.18571 -0.57852
S -1.17064 -1.57554 -1.35872
C -3.72391 -2.52620 -1.35720
C -4.88890 -2.97451 -0.75627
H -6.95813 -4.14971 -0.30418
H -3.93684 -2.89725 2.47264
H -1.83458 -2.09339 1.41898
H -3.66955 -2.42553 -2.43354
H -5.73440 -3.19321 -1.40071

Here are the Mulliken charges for atoms 1 to 6, given in e: 0.447, -0.909, 1.020, -0.638, 0.679, -0.452

No. 6
The following is a DFT calculation (ωB97M-V/def2-TZVPD) of a single C3H8N2O molecule.

HOMO ... -0.3281 hartree
Orbital gap ... 9.822 eV
SMILES string ... CNCC(N)=O
F_max ... 0.0781 Eh/bohr
Energy above the lowest of the compared OMol25 structures with the same formula, charge and spin ... 1.7870 eV

Element x y z (Å)
C -0.06164 1.16424 2.42180
N -0.44866 0.91837 0.95761
C 0.19537 -0.24044 0.40908
C 0.04210 -0.44120 -1.07687
N 0.68285 -1.65156 -1.48186
O -0.65784 0.30428 -1.68617
H -0.86695 0.95844 3.11805
H 0.74124 0.45201 2.65938
H 0.28503 2.16587 2.46285
H -0.16268 1.76124 0.45985
H 1.33194 -0.32744 0.42203
H -0.23143 -0.98603 1.01346
H 0.64905 -2.55707 -1.06115
H 0.82228 -1.66450 -2.43945

Here are the Mulliken charges for atoms 1 to 6, given in e: -0.775, -0.359, -0.452, 0.354, -0.391, -0.515

Among the records above, which one has the highest F_max?
C50H68BrN10O6P